93
Properties=species:S:1:pos:R:3:mulliken_charge:R:1 method="wB97M-V/def2-TZVPD" mol_weight_g_mol=615.7 total_energy_ha=-2172.0379 charge=+1
O -4.3601 4.2754 2.5868 -0.494
O 6.5010 1.0725 -3.2475 -0.534
O -3.0259 -3.0758 -3.1539 -0.506
O -2.7427 -1.3684 -4.4392 -0.544
O -2.9301 5.2179 1.2849 -0.519
O -5.4134 -0.0741 0.7396 -0.591
O -2.5383 -1.2622 0.8700 -0.111
O 7.3454 -1.4503 2.3611 -0.530
O 2.4730 -0.5684 1.7718 -0.047
O 7.8196 -1.0264 0.3005 -0.572
O 4.8574 -0.2737 -3.6027 -0.492
N -1.9360 0.7863 0.0603 0.727
N -0.4977 -0.2387 1.3746 -0.130
N -3.4376 -2.1483 -3.8261 0.926
N 7.4219 -0.7115 1.4059 0.911
N -0.8503 1.6404 0.2463 0.243
N 6.0062 -0.0362 -3.2860 0.888
N -3.9113 5.2407 2.0074 0.842
N 1.2059 1.3780 1.4660 0.257
C -4.7285 1.0635 1.2499 -0.430
C -4.1948 1.8458 0.0662 0.181
C 2.6507 -1.6983 2.6137 -0.870
C -0.6195 -4.5814 -0.6469 -1.530
C 1.9068 2.5756 0.9911 -1.144
C -3.1269 1.0940 -0.7198 -0.672
C 1.8829 0.5128 2.4256 -0.894
C -2.7913 -3.6829 0.3532 0.260
C -4.6181 6.5373 2.1933 -0.777
C 6.8661 -1.1801 -2.8786 -0.509
C -4.9164 -1.9685 -3.8823 -0.728
C -0.7382 -4.0848 1.8219 -1.184
C -0.8569 3.0039 -0.2780 -0.989
C 2.7558 2.3755 -0.2709 -0.627
C -1.6608 -0.2945 0.7726 -0.612
C 2.4990 0.0911 -1.4277 -1.255
C -2.5057 -2.2776 -0.1909 -0.004
C 2.1312 1.5822 -1.4428 1.924
C 2.5124 2.2518 -2.7664 -1.641
C -1.5266 -4.5322 0.5881 0.525
C 6.9920 0.7016 1.6079 -0.585
C -3.7013 -3.6441 1.5810 -1.801
C 0.0083 0.9648 1.0331 0.278
H -5.3984 1.7068 1.8277 0.490
H -5.1303 -1.1128 -4.5107 0.289
H 1.9351 3.1657 -2.9330 0.373
H -3.8272 2.8162 0.4115 -0.264
H -4.6826 -3.2268 1.3400 0.363
H -4.6068 6.7551 3.2572 0.301
H 1.1739 0.1778 3.1890 0.472
H -3.8572 -4.6605 1.9489 0.414
H -1.5319 -2.2150 -0.6791 0.368
H -5.6405 6.3923 1.8574 0.310
H -3.2688 -3.0560 2.3906 0.353
H -5.3342 -2.8852 -4.2875 0.307
H -1.1993 -4.4197 2.7536 0.347
H -0.6488 -2.9963 1.8628 -0.002
H 0.0841 -3.7426 -0.6651 0.293
H 5.9539 0.6718 1.9263 0.118
H -5.2651 -1.8281 -2.8625 0.275
H -0.0245 -5.4962 -0.6460 0.438
H -1.8931 -5.5480 0.7715 0.453
H 2.5501 2.8825 1.8174 0.531
H 3.6970 1.8927 0.0107 0.236
H 6.2762 -2.0847 -2.9611 0.298
H 7.7285 -1.1968 -3.5380 0.299
H 3.5720 2.5230 -2.7789 0.337
H 3.3933 -1.5072 3.3955 0.299
H 3.4918 -0.0764 -1.0052 0.161
H -0.0139 3.1534 -0.9515 0.339
H 0.2717 -4.4998 1.7902 0.464
H 1.7955 -0.5051 -0.8445 -0.107
H 2.6474 1.1395 2.8977 0.352
H 7.1206 1.2339 0.6730 0.293
H 3.0035 -2.5108 1.9821 0.271
H 1.6999 -1.9823 3.0748 0.297
H 2.3484 1.5845 -3.6133 0.404
H -4.0994 7.2917 1.6153 0.319
H -3.2698 -1.9903 -0.9142 -0.186
H 3.0152 3.3807 -0.6188 0.544
H -1.1884 -4.5528 -1.5801 0.322
H -5.0297 2.0371 -0.6151 0.550
H -3.5080 0.1265 -1.0456 -0.477
H 1.0397 1.6324 -1.3553 -0.655
H -3.9190 0.7538 1.9211 0.190
H 2.5091 -0.3007 -2.4455 0.505
H 7.1743 -0.9903 -1.8553 0.111
H -3.3582 -4.1792 -0.4426 0.492
H -5.3530 -0.7952 1.3745 0.309
H 1.1978 3.3910 0.8677 0.314
H 7.6108 1.1136 2.3993 0.326
H -0.8549 3.7324 0.5281 0.408
H -2.8165 1.6294 -1.6169 0.680
H -1.7778 3.1422 -0.8313 0.432